ORCA calculation (ωB97M-V/def2-TZVPD) on a structure of composition C62H48F5GeOP2ReSeSi in a non-equilibrium geometry.

Last column: Löwdin charge in e.
Geometry (Å):
1 Re 0.408 0.577 0.580  0.81
2 Se 2.092 1.688 1.989  0.89
3 Ge -2.753 -0.319 -0.875  1.01
4 P 0.575 -1.319 2.078  0.97
5 P 1.963 0.544 -1.287  0.98
6 Si -0.185 -2.235 -1.272  0.57
7 F 0.384 3.752 0.474  0.04
8 F 4.628 3.273 2.433  0.11
9 F 5.115 5.903 2.009  0.16
10 F 0.883 6.365 0.012  0.15
11 F 3.258 7.442 0.803  0.18
12 O -1.217 1.800 1.930  -0.13
13 C 1.684 3.552 -4.066  -0.04
14 C 4.460 -2.283 2.463  -0.05
15 C 3.647 -1.994 4.709  -0.05
16 C -6.255 -2.444 -0.091  -0.05
17 C 2.197 -0.915 -2.340  -0.34
18 C -0.034 -3.402 0.211  -0.24
19 C 5.871 0.254 -0.159  -0.05
20 C 1.801 5.619 0.611  -0.14
21 C -0.617 -0.871 3.365  -0.36
22 C -1.881 -1.462 3.392  -0.08
23 C 4.671 -2.327 3.836  -0.04
24 C 1.437 -2.078 -2.219  -0.24
25 C -2.684 1.010 -4.918  -0.06
26 C -3.003 -0.160 -2.830  -0.28
27 C -3.592 -2.842 0.579  -0.12
28 C 3.964 5.371 1.635  -0.13
29 C 1.828 -3.198 -2.958  -0.08
30 C 4.566 -0.052 -0.500  -0.10
31 C 0.141 -3.931 2.575  -0.07
32 C 6.297 1.575 -0.140  -0.04
33 C 0.490 4.169 -3.714  -0.04
34 C -2.504 -0.049 5.235  -0.05
35 C -3.906 -1.012 -3.466  -0.12
36 C -1.251 0.550 5.205  -0.05
37 C 3.223 -1.913 1.970  -0.11
38 C 3.270 -0.868 -3.236  -0.08
39 C 2.191 -1.581 2.848  -0.38
40 C 3.614 -1.976 -3.986  -0.04
41 C -0.228 -4.764 -0.032  -0.07
42 C -3.604 0.177 -5.535  -0.06
43 C -3.944 -1.734 -0.183  -0.29
44 C 3.011 6.167 1.012  -0.12
45 C -0.082 -5.270 2.311  -0.03
46 C -3.399 1.319 0.017  -0.29
47 C -5.292 -1.531 -0.492  -0.12
48 C -2.380 0.838 -3.575  -0.10
49 C -5.889 -3.554 0.657  -0.06
50 C -0.308 0.144 4.276  -0.13
51 C 2.490 3.462 1.487  -0.45
52 C -4.560 -3.743 1.005  -0.06
53 C 3.705 4.031 1.860  -0.27
54 C -1.379 -3.009 -2.499  -0.14
55 C -3.187 2.586 -0.527  -0.11
56 C -0.260 3.672 -2.659  -0.07
57 C -2.816 -1.055 4.331  -0.06
58 C 1.388 1.936 -2.306  -0.32
59 C 1.564 4.283 0.856  -0.23
60 C 0.165 -3.000 1.532  -0.35
61 C -0.723 -0.577 -0.484  -0.43
62 C -4.574 2.341 1.867  -0.06
63 C 3.674 0.968 -0.841  -0.38
64 C 2.401 -1.624 4.223  -0.07
65 C -4.105 1.207 1.214  -0.13
66 C -3.653 3.720 0.125  -0.06
67 C 0.181 2.550 -1.977  -0.16
68 C 2.907 -3.159 -3.823  -0.04
69 C -4.206 -0.841 -4.809  -0.05
70 C 2.143 2.452 -3.360  -0.07
71 C 4.107 2.292 -0.823  -0.11
72 C -0.245 -5.689 0.998  -0.04
73 C 5.415 2.592 -0.473  -0.06
74 C -4.346 3.599 1.323  -0.06
75 H -1.423 2.672 1.568  0.06
76 H 4.443 -1.923 -4.679  0.12
77 H -3.845 0.313 -6.581  0.11
78 H 4.236 -1.082 -0.523  0.10
79 H 5.751 3.621 -0.472  0.12
80 H 3.812 -2.030 5.778  0.12
81 H 3.430 3.092 -1.100  0.11
82 H -4.909 -1.512 -5.285  0.12
83 H 3.197 -4.045 -4.372  0.12
84 H -2.204 1.801 -5.479  0.11
85 H 1.277 -4.124 -2.848  0.10
86 H 1.607 -1.384 4.917  0.10
87 H -2.558 -3.016 0.835  0.07
88 H 5.634 -2.630 4.223  0.12
89 H -1.636 1.480 -3.123  0.06
90 H -0.435 2.146 -1.171  0.05
91 H -6.638 -4.269 0.971  0.11
92 H -7.290 -2.286 -0.365  0.12
93 H -2.301 -3.334 -2.014  0.04
94 H 0.666 0.614 4.259  0.07
95 H -2.672 2.678 -1.477  0.07
96 H -5.591 -0.648 -1.046  0.11
97 H -3.237 0.263 5.967  0.12
98 H 6.568 -0.540 0.076  0.11
99 H 3.095 2.014 -3.626  0.11
100 H -1.643 -2.319 -3.300  0.04
101 H 5.258 -2.550 1.782  0.11
102 H -0.122 -5.983 3.124  0.12
103 H -3.788 -1.531 4.362  0.12
104 H 7.317 1.814 0.129  0.12
105 H -4.273 -4.593 1.611  0.11
106 H -4.371 -1.822 -2.922  0.10
107 H 0.292 -3.602 3.596  0.12
108 H -4.296 0.224 1.628  0.10
109 H 0.146 5.039 -4.256  0.12
110 H -2.124 -2.245 2.687  0.08
111 H -4.731 4.482 1.816  0.12
112 H -0.382 -5.110 -1.048  0.10
113 H 2.270 3.937 -4.889  0.12
114 H -1.184 4.160 -2.373  0.11
115 H -2.058 1.427 2.247  0.06
116 H -0.395 -6.738 0.777  0.12
117 H -1.002 1.333 5.909  0.12
118 H -0.924 -3.884 -2.966  0.04
119 H -3.481 4.700 -0.301  0.11
120 H 3.860 0.033 -3.334  0.10
121 H 3.026 -1.887 0.904  0.08
122 H -5.120 2.242 2.797  0.12

The electronic energy comes out at -231142.3370 eV. As for the total charge: +2. The value obtained for the HOMO energy (spin up / spin down) is -13.113 / -13.113 eV. The largest force on an atom is 2.3 eV/A.